No. 1
ORCA calculation (ωB97M-V/def2-TZVPD) on an isolated molecule of C5H6S2 at a distorted geometry.

The geometry in ORCA input format:
```
! RIJCOSX wB97M-V def2-TZVPD def2/J DEFGRID3
* xyz 0 1
H 1.204 2.631 -0.039
C -2.272 -0.110 0.246
C 0.289 -0.729 -0.155
C 1.409 -1.443 -0.083
H -2.357 -0.149 1.318
S -1.439 1.399 -0.318
C 0.222 0.761 -0.172
H -3.227 -0.147 -0.191
C 1.267 1.554 -0.086
H 2.400 -0.934 -0.066
H 2.322 1.195 -0.076
H 1.461 -2.493 -0.056
S -1.281 -1.534 -0.323
*
```

Results
LUMO = 0.480 eV
Calculated total energy = -26951.4946 eV
HOMO energy = -8.35 eV
F_max = 0.040 hartree/bohr
Energy above the lowest of the compared OMol25 structures with the same formula, charge and spin = 41.5 kJ/mol

---

No. 2
ORCA calculation (ωB97M-V/def2-TZVPD) on an isolated molecule of C5H6S2 at a distorted geometry.

The geometry in ORCA input format:
```
! RIJCOSX wB97M-V def2-TZVPD def2/J DEFGRID3
* xyz 0 1
H -0.993 1.411 2.334
H -2.453 1.073 -0.350
S 0.335 -0.352 -2.359
H -2.883 1.407 2.019
C 0.523 -1.154 0.212
C 0.234 -0.121 -0.752
H 0.346 1.442 0.669
C -1.884 1.323 1.637
H -0.099 1.980 -0.980
H 0.371 -2.187 -0.104
S 1.151 -0.887 1.688
C -0.238 1.204 -0.225
C -1.647 1.196 0.319
*
```

Results
LUMO = -1.869 eV
Calculated total energy = -26950.5885 eV
HOMO energy = -8.97 eV
F_max = 0.035 hartree/bohr
Energy above the lowest of the compared OMol25 structures with the same formula, charge and spin = 129.0 kJ/mol

---

No. 3
ORCA calculation (ωB97M-V/def2-TZVPD) on an isolated molecule of C5H6S3 at a distorted geometry.

The geometry in ORCA input format:
```
! RIJCOSX wB97M-V def2-TZVPD def2/J DEFGRID3
* xyz 0 1
S -0.488 -0.289 1.151
H 0.874 -0.006 -1.459
S 2.552 -1.271 -0.272
H -0.116 4.166 -0.977
C 1.570 0.197 -0.616
H 2.355 0.964 -0.874
C 0.388 2.005 0.068
H 1.505 0.615 1.499
H -1.061 0.372 -1.079
C -0.085 3.082 -0.335
H 1.461 -2.195 -0.461
S -2.849 -0.890 -0.474
C 0.869 0.732 0.542
C -1.483 -0.133 -0.181
*
```

Results
LUMO = -0.170 eV
Calculated total energy = -37783.8889 eV
HOMO energy = -8.63 eV
F_max = 0.095 hartree/bohr
Energy above the lowest of the compared OMol25 structures with the same formula, charge and spin = 376.7 kJ/mol

---

No. 4
ORCA calculation (ωB97M-V/def2-TZVPD) on a structure of composition C5H7AuCl3NO3SSi at a distorted geometry.

The geometry in ORCA input format:
```
! RIJCOSX wB97M-V def2-TZVPD def2/J DEFGRID3
* xyz 0 1
O -0.255 -0.306 2.500
Cl -1.145 4.441 -0.765
C 2.653 -0.392 0.972
H 2.376 -2.521 1.099
O 1.488 -0.400 4.030
H 4.270 0.844 0.669
H 2.828 1.717 1.226
H 3.585 -1.866 2.220
H 3.786 0.749 2.381
H 3.936 -1.938 0.478
C 3.157 -1.768 1.226
Cl 0.395 3.566 2.019
Si 0.053 2.969 0.037
S -3.567 -2.812 0.032
C -2.354 -1.795 -0.254
Cl 1.937 3.276 -0.858
H 1.547 -1.035 -0.427
C 3.420 0.810 1.358
N -1.435 -1.093 -0.484
O 1.912 -0.209 -0.047
C 0.627 -0.352 3.248
Au -0.699 0.818 -0.162
*
```

Results
LUMO = -3.034 eV
Calculated total energy = -72907.3728 eV
HOMO energy = -7.87 eV
F_max = 0.062 hartree/bohr
Energy above the lowest of the compared OMol25 structures with the same formula, charge and spin = 157.5 kJ/mol

---

No. 5
ORCA calculation (ωB97M-V/def2-TZVPD) on a structure of composition C5H7BF6N6O4PdS2.

The geometry in ORCA input format:
```
! RIJCOSX wB97M-V def2-TZVPD def2/J DEFGRID3
* xyz 0 1
C -3.019 -3.230 -0.796
F 2.183 -1.440 2.496
C 0.495 4.078 -0.334
N -1.469 1.540 -1.458
S 0.065 -0.329 1.446
O -0.811 0.734 1.872
N -2.799 -2.100 -0.928
N -0.080 3.541 -1.401
H 1.672 5.680 0.197
H 1.168 5.605 -1.461
H -3.421 -5.220 -1.722
N 0.448 3.555 0.890
S 1.084 -0.415 -1.173
O -0.497 -1.631 1.263
H -4.437 -4.766 -0.042
H -2.482 -5.193 0.066
F 1.980 0.675 2.926
H 0.957 3.972 1.649
F 0.700 -0.761 3.923
B -3.372 -4.738 -0.616
C 1.319 -0.476 2.785
F 3.278 -1.592 -0.444
C 2.143 -1.928 -1.048
F 1.533 -2.871 -0.353
F 2.406 -2.368 -2.270
C -0.773 2.465 -1.351
O 1.781 0.474 -2.038
N 1.141 5.234 -0.528
N 0.987 0.192 0.262
H 0.076 2.623 1.039
O -0.179 -0.981 -1.705
Pd -2.077 -0.329 -1.145
*
```

Results
LUMO = -3.352 eV
Calculated total energy = -64557.9272 eV
HOMO energy = -9.58 eV
F_max = 0.009 hartree/bohr
Energy above the lowest of the compared OMol25 structures with the same formula, charge and spin = 107.4 kJ/mol

---

No. 6
ORCA calculation (ωB97M-V/def2-TZVPD) on a structure of composition C5H7BeO4 at a distorted geometry.

The geometry in ORCA input format:
```
! RIJCOSX wB97M-V def2-TZVPD def2/J DEFGRID3
* xyz 1 1
H 0.623 -2.722 -0.255
C 0.718 -0.629 2.126
C -0.298 -0.820 -0.246
O -2.041 1.180 -0.293
O -0.347 -0.215 1.372
H -1.407 2.993 -1.614
H 2.377 -0.401 0.824
C 1.747 -1.224 1.194
C 0.875 -1.663 -0.381
H 1.515 -1.486 -1.253
H 2.474 -1.889 1.676
O -0.887 2.227 -1.895
H 1.092 0.166 2.784
Be -1.618 -0.457 0.544
C -1.096 1.210 -1.097
O -0.083 0.403 -1.065
H 0.794 -1.886 2.349
*
```

Results
LUMO = -4.778 eV
Calculated total energy = -13879.8753 eV
HOMO energy = -13.82 eV
F_max = 0.116 hartree/bohr
Energy above the lowest of the compared OMol25 structures with the same formula, charge and spin = 0.0 kJ/mol

---

No. 7
ORCA calculation (ωB97M-V/def2-TZVPD) on a structure of composition C5H7BiLiO3 at a distorted geometry.

The geometry in ORCA input format:
```
! RIJCOSX wB97M-V def2-TZVPD def2/J DEFGRID3
* xyz 4 2
C 3.227 0.942 0.052
H 1.721 -0.090 1.386
O -0.983 1.827 -0.408
Bi -0.586 3.644 -1.060
H 3.577 0.121 -0.599
H -5.153 -0.086 0.961
C -4.452 0.153 0.176
O 0.867 0.652 -0.366
H -1.782 0.117 1.144
H 3.932 1.044 0.885
H 3.222 1.868 -0.540
C -0.376 0.820 -0.029
H -3.307 -0.030 -1.787
O -0.969 -0.177 0.555
C 1.889 0.639 0.585
Li -0.735 -2.136 0.007
C -3.858 0.192 -0.887
*
```

Results
LUMO (spin up / spin down) = -19.232 / -19.248 eV
Calculated total energy = -17429.0910 eV
HOMO energy (spin up / spin down) = -22.96 / -22.96 eV
F_max = 0.109 hartree/bohr
Energy above the lowest of the compared OMol25 structures with the same formula, charge and spin = 0.0 kJ/mol

---

No. 8
ORCA calculation (ωB97M-V/def2-TZVPD) on a cluster of 2 separate species, C5H7Br in total at a distorted geometry.

The geometry in ORCA input format:
```
! RIJCOSX wB97M-V def2-TZVPD def2/J DEFGRID3
* xyz 0 1
H -2.499 1.032 0.773
C 0.070 1.193 -0.075
H 0.430 -1.244 -0.979
H -2.621 -0.818 0.512
C -0.245 -1.314 -0.232
Br 3.492 -0.248 0.079
H 2.435 0.316 -0.438
C 0.935 2.049 -0.135
C -0.906 0.021 0.016
H -0.835 -2.199 -0.326
H 1.626 2.821 -0.313
C -2.119 0.045 0.500
H 0.238 -1.653 0.619
*
```

Results
LUMO = 0.922 eV
Calculated total energy = -75337.4833 eV
HOMO energy = -9.64 eV
F_max = 0.094 hartree/bohr
Energy above the lowest of the compared OMol25 structures with the same formula, charge and spin = 225.3 kJ/mol

---

No. 9
ORCA calculation (ωB97M-V/def2-TZVPD) on the ion C5H7Br3N2 with charge +2 at a distorted geometry.

The geometry in ORCA input format:
```
! RIJCOSX wB97M-V def2-TZVPD def2/J DEFGRID3
* xyz 2 1
C 0.389 -1.151 -0.225
H 1.210 2.123 0.047
Br -3.127 -1.492 -2.189
N -0.433 -1.636 -1.129
Br -1.619 2.356 -0.534
N 0.092 0.246 0.306
H -0.984 0.066 2.211
C -0.019 0.338 1.837
H 2.284 0.759 -0.106
Br 1.942 -2.020 0.374
C 1.235 1.094 -0.288
H -0.008 1.492 1.971
H 1.237 1.106 -1.381
C -1.532 -1.023 -1.538
H -0.157 -2.541 -1.506
H 0.623 -0.353 2.382
C -1.133 0.637 -0.231
*
```

Results
LUMO (spin up / spin down) = -10.194 / -9.434 eV
Calculated total energy = -218380.7600 eV
HOMO energy (spin up / spin down) = -17.00 / -16.95 eV
F_max = 0.102 hartree/bohr
Energy above the lowest of the compared OMol25 structures with the same formula, charge and spin = 376.6 kJ/mol

---

No. 10
ORCA calculation (ωB97M-V/def2-TZVPD) on the ion C5H7Br3N2 with charge +2 at a distorted geometry.

The geometry in ORCA input format:
```
! RIJCOSX wB97M-V def2-TZVPD def2/J DEFGRID3
* xyz 2 3
H -1.035 -1.769 -1.207
Br -1.838 2.366 0.134
Br 3.697 1.080 0.073
H -1.927 -0.732 1.008
C 1.068 -0.608 0.049
H -1.797 -0.265 -1.723
N -0.285 -0.210 -0.029
C -0.920 -0.769 1.301
C -0.309 1.210 -0.014
C 1.953 0.798 0.068
C -0.950 -0.765 -1.322
H -0.184 -0.727 -2.078
H 0.982 2.739 -0.135
N 0.930 1.706 0.021
H -0.519 -1.721 1.598
H -0.573 -0.031 2.079
Br 1.708 -2.302 0.178
*
```

Results
LUMO (spin up / spin down) = -8.598 / -11.087 eV
Calculated total energy = -218382.6763 eV
HOMO energy (spin up / spin down) = -16.12 / -19.30 eV
F_max = 0.104 hartree/bohr

---

No. 11
ORCA calculation (ωB97M-V/def2-TZVPD) on the ion C5H7BrNS with charge +1 at a distorted geometry.

The geometry in ORCA input format:
```
! RIJCOSX wB97M-V def2-TZVPD def2/J DEFGRID3
* xyz 1 1
H -1.873 3.635 -0.017
H 0.139 -1.421 0.580
H 1.555 -0.449 -0.698
C 0.001 1.706 2.523
S -0.908 2.881 2.113
N 0.075 1.016 -0.360
H 0.405 1.046 3.301
H -1.175 -1.122 -0.590
H 0.372 -0.020 -2.144
Br -1.360 2.205 -2.468
C 0.562 -0.084 -1.052
C -1.056 2.900 0.285
C -0.126 -1.418 -0.528
C -0.688 1.970 -0.669
H 0.266 -2.118 -1.180
*
```

Results
LUMO (spin up / spin down) = -6.941 / -7.175 eV
Calculated total energy = -87652.7461 eV
HOMO energy (spin up / spin down) = -13.52 / -13.84 eV
F_max = 0.096 hartree/bohr
Energy above the lowest of the compared OMol25 structures with the same formula, charge and spin = 563.0 kJ/mol

---

No. 12
ORCA calculation (ωB97M-V/def2-TZVPD) on an isolated molecule of C5H7BrO at a distorted geometry.

The geometry in ORCA input format:
```
! RIJCOSX wB97M-V def2-TZVPD def2/J DEFGRID3
* xyz 0 1
H -0.170 0.766 1.815
Br 1.963 1.943 -1.132
C -0.768 0.067 -1.695
C 0.505 1.428 1.345
H -0.780 1.032 -2.197
H 1.186 -1.339 0.469
C -0.019 -0.105 -0.533
C 0.769 1.064 0.066
O -0.639 -1.364 1.372
H 0.973 2.307 1.748
H -1.366 -0.705 -2.048
C 0.153 -1.471 0.211
H -0.277 -2.260 -0.440
H -1.530 -1.363 1.019
*
```

Results
LUMO = 0.735 eV
Calculated total energy = -77386.1450 eV
HOMO energy = -9.16 eV
F_max = 0.088 hartree/bohr
Energy above the lowest of the compared OMol25 structures with the same formula, charge and spin = 132.3 kJ/mol